--- i ---
Below is a 2-piece molecular cluster, CH7N2 overall, with properties calculated with wB97M-V/def2-TZVPD.

Properties
Kohn-Sham gap = 10.1 eV
Net charge = +1

Bonds (Å) are listed after each position.
Atoms and positions in Å:
1 N -1.62091 0.39468 0.71748  H2 1.016, H3 1.016, H4 1.020, H5 1.102
2 H -2.03217 -0.20315 1.42801  N1 1.016
3 H -1.92181 0.25214 -0.24288  N1 1.016
4 H -1.69827 1.37018 1.00385  N1 1.020
5 H -0.53142 0.24031 0.65520  N1 1.102
6 C 1.29907 -0.13944 -1.05074  N7 1.283, H8 1.084, H9 1.095
7 N 0.75474 -0.48105 0.05916  C6 1.283, H10 1.027
8 H 1.22461 -0.77117 -1.92846  C6 1.084
9 H 2.08035 0.62492 -0.99084  C6 1.095
10 H 1.41566 -0.44857 0.84479  N7 1.027

natural (NBO) population analysis, charges in e, atoms 1 to 2:
1. N -0.89
2. H 0.45



--- ii ---
Below is a 2-piece molecular cluster, CH7N2 overall, with properties calculated with wB97M-V/def2-TZVPD.

Properties
Kohn-Sham gap = 11.3 eV
Net charge = +1

Bonds (Å) are listed after each position.
Atoms and positions in Å:
1 N -1.26686 1.15059 -0.14875  H2 1.020, H3 1.015, H4 1.072, H5 1.020
2 H -0.98723 2.00487 0.33328  N1 1.020
3 H -1.82323 1.28390 -0.98742  N1 1.015
4 H -0.32699 0.71218 -0.41865  N1 1.072
5 H -1.77805 0.52908 0.47779  N1 1.020
6 C 1.39597 -1.03251 0.51103  N7 1.266, H8 1.085, H9 1.088
7 N 0.63047 -0.84498 -0.47980  C6 1.266, H10 1.020
8 H 1.78701 -2.01044 0.77120  C6 1.085
9 H 1.74174 -0.18160 1.09464  C6 1.088
10 H 0.62716 -1.61110 -1.15334  N7 1.020

natural (NBO) population analysis, charges in e, atoms 1 to 2:
1. N -0.89
2. H 0.45



It is ii that is the most stable of them.



--- i ---
Below is a 2-piece molecular cluster, C3H3F3O overall, with properties calculated with wB97M-V/def2-TZVPD.

Properties
Kohn-Sham gap = 10.0 eV
Net charge = 0

Bonds (Å) are listed after each position.
Atoms and positions in Å:
1 C 1.85994 -0.12690 -0.20388  C2 1.301, H8 1.076, H9 1.125
2 C 0.92593 -0.30184 0.68411  C1 1.301, F5 1.316
3 C -1.14493 0.32875 0.07289  O4 1.349, F6 1.369, F7 1.349
4 O -1.87344 -0.75480 -0.26736  C3 1.349, H10 0.990
5 F 0.68668 -0.80815 1.87550  C2 1.316
6 F -0.68685 1.00909 -1.02328  C3 1.369
7 F -1.65874 1.26487 0.89778  C3 1.349
8 H 2.90982 -0.26801 -0.01364  C1 1.076
9 H 1.67931 0.33860 -1.21212  C1 1.125
10 H -2.69772 -0.68161 -0.81002  O4 0.990

natural (NBO) population analysis, charges in e, atoms 1 to 2:
1. C -0.59
2. C 0.43



--- ii ---
Below is a 2-piece molecular cluster, C3H3F3O overall, with properties calculated with wB97M-V/def2-TZVPD.

Properties
Kohn-Sham gap = 10.4 eV
Net charge = 0
Structure (SMILES) = FC=C(F)F.C=O

Bonds (Å) are listed after each position.
Atoms and positions in Å:
1 F 0.04987 -2.44271 -0.78189  C2 1.327
2 C 0.09781 -1.11904 -0.86333  F1 1.327, C3 1.312, H6 1.092
3 C 1.30749 -0.61369 -0.92317  C2 1.312, F4 1.368, F5 1.384
4 F 1.62748 0.71220 -1.02814  C3 1.368
5 F 2.44178 -1.34102 -0.60513  C3 1.384
6 H -0.76128 -0.59924 -1.29307  C2 1.092
7 C -1.23718 1.29631 1.32637  O8 1.191, H9 1.140, H10 1.166
8 O -1.68995 0.55569 0.51026  C7 1.191
9 H -1.35618 2.42250 1.46104  C7 1.140
10 H -0.47983 1.12901 2.19704  C7 1.166

natural (NBO) population analysis, charges in e, atoms 1 to 2:
1. F -0.31
2. C 0.08



It is ii that is the most stable of them.



--- i ---
Below is an isolated ion of composition C2H5O2S and charge -1, with properties calculated with wB97M-V/def2-TZVPD.

Properties
Kohn-Sham gap = 7.6 eV
Net charge = -1
Structure (SMILES) = C=[S@@](C)(=O)[O-]

Bonds (Å) are listed after each position.
Atoms and positions in Å:
1 C 0.18186 1.58531 -0.19932  S2 1.791, H6 1.131, H7 1.069
2 S -0.22461 -0.08467 -0.70363  C1 1.791, C3 1.951, O4 1.496, O5 1.503
3 C 0.15652 -1.02057 0.96543  S2 1.951, H8 1.129, H9 1.124, H10 1.152
4 O -1.68282 -0.30775 -0.95018  S2 1.496
5 O 0.55329 -0.78991 -1.77854  S2 1.503
6 H 1.09529 1.80609 -0.82778  C1 1.131
7 H -0.67909 2.13232 -0.51941  C1 1.069
8 H 0.69818 -2.01086 1.00411  C3 1.129
9 H 0.73537 -0.19453 1.46241  C3 1.124
10 H -0.83399 -1.11544 1.54690  C3 1.152

natural (NBO) population analysis, charges in e, atoms 1 to 2:
1. C -1.14
2. S 2.02



--- ii ---
Below is a 2-piece molecular cluster, C2H5O2S overall, with properties calculated with wB97M-V/def2-TZVPD.

Properties
Kohn-Sham gap = 6.7 eV
Net charge = -1

Bonds (Å) are listed after each position.
Atoms and positions in Å:
1 O 1.69703 0.39199 -1.08212  C2 1.210
2 C 0.57271 -0.05246 -1.13731  O1 1.210, O3 1.399, C4 1.447
3 O 0.43130 -1.36338 -1.60579  C2 1.399, H5 0.965
4 C -0.69651 0.58723 -0.86356  C2 1.447, H6 1.089, H7 1.087, H8 1.260
5 H 1.33803 -1.69184 -1.59046  O3 0.965
6 H -1.50936 0.16646 -1.45408  C4 1.089
7 H -0.64831 1.67348 -0.86513  C4 1.087
8 H -0.82823 0.27869 0.35126  C4 1.260
9 S -0.81858 0.28911 2.20836  H10 1.333
10 H -1.93679 -0.39720 2.44270  S9 1.333

natural (NBO) population analysis, charges in e, atoms 1 to 2:
1. O -0.66
2. C 0.79



It is ii that is the most stable of them.



--- i ---
Below is a 2-piece molecular cluster, C3H8O3S overall, with properties calculated with wB97M-V/def2-TZVPD.

Properties
Kohn-Sham gap = 10.1 eV
Net charge = 0
Structure (SMILES) = O=C(O)CCS.O

Bonds (Å) are listed after each position.
Atoms and positions in Å:
1 O 2.23533 -1.55686 -1.36485  C2 1.214
2 C 1.18271 -0.95398 -1.33075  O1 1.214, O3 1.364, C4 1.517
3 O 0.62709 -0.61223 -2.52921  C2 1.364, H7 0.968
4 C 0.62068 -0.10489 -0.20684  C2 1.517, C5 1.572, H8 1.076, H9 1.075
5 C -0.53847 0.86836 -0.63118  C4 1.572, S6 1.765, H10 1.181, H11 1.146
6 S -1.36916 1.60035 0.74369  C5 1.765, H12 1.374
7 H 0.87830 -1.13502 -3.30394  O3 0.968
8 H 0.12276 -0.83227 0.41072  C4 1.076
9 H 1.39075 0.42824 0.32067  C4 1.075
10 H -1.27089 0.17371 -1.24375  C5 1.181
11 H -0.19372 1.73414 -1.29771  C5 1.146
12 H -0.26729 2.18961 1.31609  S6 1.374
13 O -0.92776 -1.03963 3.62209  H14 0.955, H15 0.977
14 H -0.75151 -0.48972 2.86178  O13 0.955
15 H -1.57791 -0.51270 4.12651  O13 0.977

natural (NBO) population analysis, charges in e, atoms 1 to 2:
1. O -0.57
2. C 0.79



--- ii ---
Below is a 2-piece molecular cluster, C3H8O3S overall, with properties calculated with wB97M-V/def2-TZVPD.

Properties
Kohn-Sham gap = 9.9 eV
Net charge = 0
Structure (SMILES) = CSCC(=O)O.O

Bonds (Å) are listed after each position.
Atoms and positions in Å:
1 C 0.00000 0.00000 0.00000  S2 1.803, H7 1.103, H8 1.103, H9 1.103
2 S -0.62282 1.62084 -0.48660  C1 1.803, C3 1.818
3 C 0.86189 2.63950 -0.23572  S2 1.818, C4 1.526, H10 1.107, H11 1.107
4 C 0.53474 4.12681 -0.13050  C3 1.526, O5 1.231, O6 1.368
5 O 1.17874 5.05290 -0.62356  C4 1.231
6 O -0.52545 4.33272 0.70890  C4 1.368, H12 0.996
7 H 0.41880 0.01252 1.02032  C1 1.103
8 H 0.82268 -0.16486 -0.71598  C1 1.103
9 H -0.70900 -0.84124 -0.07898  C1 1.103
10 H 1.64198 2.60281 -1.02030  C3 1.107
11 H 1.33357 2.34618 0.72185  C3 1.107
12 H -1.04731 3.50876 0.91081  O6 0.996
13 O 2.06242 4.32140 3.34612  H14 0.984, H15 0.984
14 H 2.67635 4.22769 4.10937  O13 0.984
15 H 1.55264 5.14111 3.53703  O13 0.984

natural (NBO) population analysis, charges in e, atoms 1 to 2:
1. C -0.75
2. S 0.19



It is ii that is the most stable of them.



--- i ---
Below is a 2-piece molecular cluster, C2H5BrSi overall, with properties calculated with wB97M-V/def2-TZVPD.

Properties
Kohn-Sham gap (spin up / spin down) = 8.2 / 7.7 eV
Net charge = 0

Bonds (Å) are listed after each position.
Atoms and positions in Å:
1 C 0.64359 -0.58919 0.29449  Si3 1.823, H5 1.061
2 C -1.60158 -0.86440 0.37001  Br4 1.762, H6 1.088
3 Si 1.02240 1.12130 -0.20812  C1 1.823, H7 1.466, H8 1.590, H9 1.467
4 Br -2.31594 -2.30294 -0.35487  C2 1.762
5 H 0.97987 -1.39980 -0.30127  C1 1.061
6 H -1.71055 -0.75951 1.44748  C2 1.088
7 H 2.07008 1.84678 0.51662  Si3 1.466
8 H -0.44843 1.72140 -0.13304  Si3 1.590
9 H 1.36057 1.22637 -1.63131  Si3 1.467

natural (NBO) population analysis, charges in e, atoms 1 to 2:
1. C -0.51
2. C -0.32



--- ii ---
Below is a 2-piece molecular cluster, C2H5BrSi overall, with properties calculated with wB97M-V/def2-TZVPD.

Properties
Kohn-Sham gap = 11.2 eV
Net charge = 0
Structure (SMILES) = C#C[SiH3].Br

Bonds (Å) are listed after each position.
Atoms and positions in Å:
1 C 0.56713 1.08809 2.30468  C2 1.181, H4 1.038
2 C 0.64151 0.95739 1.13333  C1 1.181, Si3 1.780
3 Si 0.23926 0.95485 -0.60033  C2 1.780, H5 1.535, H6 1.581, H7 1.482
4 H 0.71350 0.75954 3.27837  C1 1.038
5 H 0.23754 -0.48192 -1.14118  Si3 1.535
6 H 1.38318 1.67467 -1.42046  Si3 1.581
7 H -1.15864 1.39771 -0.81528  Si3 1.482
8 Br -1.51437 -2.76068 -0.88014  H9 1.345
9 H -1.10911 -3.58966 -1.85898  Br8 1.345

natural (NBO) population analysis, charges in e, atoms 1 to 2:
1. C -0.15
2. C -0.48



It is ii that is the most stable of them.



--- i ---
Below is a 2-piece molecular cluster, C4H12S2 overall, with properties calculated with wB97M-V/def2-TZVPD.

Properties
Kohn-Sham gap = 9.6 eV
Net charge = 0
Structure (SMILES) = CCS.CCS

Bonds (Å) are listed after each position.
Atoms and positions in Å:
1 C 2.17042 2.88696 2.08218  C2 1.538, H4 1.079, H5 1.077, H6 1.101
2 C 1.07946 2.22028 1.22720  C1 1.538, S3 1.801, H7 1.091, H8 1.086
3 S 1.47557 2.22172 -0.52976  C2 1.801, H9 1.336
4 H 2.16884 3.94731 1.88409  C1 1.079
5 H 3.12324 2.39543 1.98194  C1 1.077
6 H 1.88164 2.74647 3.13488  C1 1.101
7 H 0.93967 1.18716 1.55043  C2 1.091
8 H 0.13924 2.72496 1.42883  C2 1.086
9 H 1.58142 0.89930 -0.68620  S3 1.336
10 C -0.89453 -3.89219 -0.55463  C11 1.538, H13 1.090, H14 1.086, H15 1.079
11 C -1.31217 -2.60088 -1.27817  C10 1.538, S12 1.807, H16 1.089, H17 1.090
12 S -2.09672 -1.34871 -0.23770  C11 1.807, H18 1.335
13 H -0.39369 -4.51551 -1.29552  C10 1.090
14 H -1.77961 -4.46554 -0.29545  C10 1.086
15 H -0.26192 -3.66322 0.28950  C10 1.079
16 H -0.40844 -2.14195 -1.67604  C11 1.089
17 H -1.88740 -2.84540 -2.17067  C11 1.090
18 H -0.95824 -0.93034 0.32045  S12 1.335

natural (NBO) population analysis, charges in e, atoms 1 to 2:
1. C -0.61
2. C -0.52



--- ii ---
Below is a 2-piece molecular cluster, C4H12S2 overall, with properties calculated with wB97M-V/def2-TZVPD.

Properties
Kohn-Sham gap = 9.4 eV
Net charge = 0
Structure (SMILES) = CCS.CCS

Bonds (Å) are listed after each position.
Atoms and positions in Å:
1 C 0.76644 0.37298 -2.30943  C2 1.540, H4 1.078, H5 1.109, H6 1.118
2 C 1.40671 -0.46668 -1.18882  C1 1.540, S3 1.790, H7 1.126, H8 1.065
3 S 2.97646 -0.00123 -0.46482  C2 1.790, H9 1.339
4 H -0.14138 -0.17306 -2.51128  C1 1.078
5 H 1.40646 0.47526 -3.20902  C1 1.109
6 H 0.58429 1.40916 -1.93218  C1 1.118
7 H 0.84932 -0.50085 -0.21137  C2 1.126
8 H 1.46481 -1.46672 -1.55155  C2 1.065
9 H 2.84904 1.33095 -0.51036  S3 1.339
10 C -1.98132 1.67754 0.62893  C11 1.602, H13 1.086, H14 1.044, H15 1.118
11 C -2.26027 0.49959 1.67796  C10 1.602, S12 1.820, H16 1.094, H17 1.103
12 S -1.78143 -1.16404 1.11619  C11 1.820, H18 1.293
13 H -2.69073 1.66975 -0.19266  C10 1.086
14 H -1.01434 1.57148 0.24993  C10 1.044
15 H -2.04183 2.60335 1.25312  C10 1.118
16 H -1.74763 0.64744 2.63344  C11 1.094
17 H -3.31450 0.27733 1.91386  C11 1.103
18 H -2.91344 -1.70028 0.79426  S12 1.293

natural (NBO) population analysis, charges in e, atoms 1 to 2:
1. C -0.61
2. C -0.53



It is i that is the most stable of them.